Record 1
{
  "formula": "C5H8N",
  "method": "the ωB97M-V functional and the def2-TZVPD basis",
  "charge": 1,
  "homo_lumo_gap_ev": 10.16,
  "multiplicity": 1,
  "de_lowest_ev": 7.154,
  "e_homo_ev": -15.954,
  "lumo_energy_ha": -0.2129,
  "elements": ["C", "C", "C", "C", "C", "N", "H", "H", "H", "H", "H", "H", "H", "H"],
  "xyz": [[-1.16362, 0.47172, 0.51586], [-1.92161, 1.43173, 0.91156], [0.16379, 0.68825, -0.10944], [1.26438, 1.22920, 0.59183], [-0.64399, -1.62163, -0.82505], [-0.29228, -0.69613, 0.21669], [0.13763, 0.92517, -1.23750], [2.19431, 0.90285, 0.28604], [1.18732, 0.95630, 1.64156], [1.18767, 2.37400, 0.64953], [-0.66321, -1.05535, -1.89742], [0.06385, -2.34869, -0.95976], [-1.68134, -2.07692, -0.67977], [0.16710, -1.18051, 0.89588]]
}


Record 2
{
  "formula": "C5H8N",
  "method": "the ωB97M-V functional and the def2-TZVPD basis",
  "charge": 1,
  "homo_lumo_gap_ev": 8.78,
  "multiplicity": 1,
  "de_lowest_ev": 5.757,
  "e_homo_ev": -16.242,
  "lumo_energy_ha": -0.2741,
  "elements": ["C", "C", "C", "C", "C", "N", "H", "H", "H", "H", "H", "H", "H", "H"],
  "xyz": [[-1.36025, 1.09594, -0.97734], [-0.34612, 2.40799, 0.12497], [-0.10560, 0.85934, -0.19343], [0.09106, -1.62459, -0.17900], [0.44860, -0.25937, 0.36083], [-1.75028, 2.34072, -0.58817], [-1.74791, 0.56664, -1.78124], [-0.42710, 2.74300, 1.26303], [0.26254, 3.04214, -0.54020], [0.76951, -2.36993, 0.27445], [0.27858, -1.75138, -1.20536], [-0.86586, -2.00390, -0.34459], [1.52348, -0.12595, 0.49416], [0.52998, -0.29044, 1.48444]]
}


Record 3
{
  "formula": "C5H8N",
  "method": "the ωB97M-V functional and the def2-TZVPD basis",
  "charge": 1,
  "homo_lumo_gap_ev": [5.60, 3.41],
  "multiplicity": 1,
  "de_lowest_ev": 13.145,
  "e_homo_ev": [-14.259, -13.515],
  "lumo_energy_ha": [-0.3183, -0.3712],
  "elements": ["C", "C", "C", "C", "C", "N", "H", "H", "H", "H", "H", "H", "H", "H"],
  "xyz": [[0.42235, 1.34288, 0.26253], [0.90463, 0.17831, -0.01784], [-1.72770, -0.07015, 0.67602], [-1.69445, 0.21997, -0.81549], [1.86589, -0.84710, -0.30030], [-0.56869, 0.27921, 0.01564], [-0.19338, 3.99578, -0.99163], [-2.31673, 0.77111, 1.26767], [-1.59096, -1.16218, 0.98987], [-1.90748, -0.44436, -1.53729], [-2.04342, 1.27202, -1.05131], [2.73543, -0.29982, -0.45835], [1.67022, -1.65741, -0.92323], [2.17122, -1.34880, 0.59457]]
}


Record 4
{
  "formula": "C5H8N",
  "method": "the ωB97M-V functional and the def2-TZVPD basis",
  "charge": 1,
  "homo_lumo_gap_ev": 9.53,
  "multiplicity": 1,
  "de_lowest_ev": 5.305,
  "e_homo_ev": -13.567,
  "lumo_energy_ha": -0.1483,
  "smiles": "CC1=C2C[C@]12[NH3+]",
  "elements": ["C", "C", "C", "C", "C", "N", "H", "H", "H", "H", "H", "H", "H", "H"],
  "xyz": [[2.04978, -0.06870, -0.61056], [0.79301, -0.66350, -0.03690], [0.29135, -1.53618, 0.80256], [-1.31569, -1.59450, 0.19796], [-0.69468, -0.31993, -0.18183], [-1.22008, 1.00023, 0.29436], [1.83426, -0.12338, -1.68761], [2.70115, -0.78932, -0.30207], [2.32472, 1.01732, -0.42065], [-1.27770, -2.37710, -0.55801], [-2.06891, -1.51915, 0.84652], [-2.17928, 1.20169, 0.03012], [-0.77163, 1.72891, -0.29934], [-1.14600, 1.07508, 1.31774]]
}


Record 5
{
  "formula": "C5H8N",
  "method": "the ωB97M-V functional and the def2-TZVPD basis",
  "charge": 1,
  "homo_lumo_gap_ev": 9.63,
  "multiplicity": 1,
  "de_lowest_ev": 5.524,
  "e_homo_ev": -16.088,
  "lumo_energy_ha": -0.2373,
  "elements": ["C", "C", "C", "C", "C", "N", "H", "H", "H", "H", "H", "H", "H", "H"],
  "xyz": [[1.22955, -0.07858, 0.53332], [1.44007, 0.10009, -0.93280], [-1.15171, -1.10511, 0.05282], [-1.15570, 1.09010, 0.20146], [-0.05985, 0.05060, -0.28293], [-1.81013, 0.01668, -0.40414], [1.43759, -1.04655, 0.97136], [1.46714, 0.74415, 1.19847], [1.72644, 1.06868, -1.31146], [1.69579, -0.74538, -1.55035], [-1.26052, -1.98793, -0.57284], [-1.11025, -1.32672, 1.12087], [-1.14920, 1.18273, 1.28918], [-1.29920, 2.03724, -0.31297]]
}


Record 6
{
  "formula": "C5H8N2",
  "method": "the ωB97M-V functional and the def2-TZVPD basis",
  "charge": 0,
  "homo_lumo_gap_ev": 8.45,
  "multiplicity": 1,
  "de_lowest_ev": 0.524,
  "e_homo_ev": -7.379,
  "lumo_energy_ha": 0.0395,
  "smiles": "Cc1cc(N)c[nH]1",
  "elements": ["C", "C", "C", "C", "N", "C", "N", "H", "H", "H", "H", "H", "H", "H", "H"],
  "xyz": [[-0.45536, 1.31431, 1.90919], [-0.07145, 0.34921, 0.83830], [-0.87462, -0.11470, -0.16865], [-0.04352, -0.75552, -1.14027], [-0.44787, -1.25746, -2.40009], [1.22540, -0.75971, -0.61713], [1.20322, -0.05126, 0.57450], [-0.08380, 2.31553, 1.65170], [-1.54618, 1.39176, 1.95553], [-0.07745, 1.04918, 2.89992], [-1.91434, -0.27570, 0.05393], [0.28566, -1.15373, -3.09362], [-1.26416, -0.76596, -2.74585], [2.12977, -1.22143, -0.98169], [1.93469, -0.06452, 1.26424]]
}


Record 7
{
  "formula": "C5H8N2",
  "method": "the ωB97M-V functional and the def2-TZVPD basis",
  "charge": 0,
  "homo_lumo_gap_ev": 9.35,
  "multiplicity": 1,
  "de_lowest_ev": 2.173,
  "e_homo_ev": -8.384,
  "lumo_energy_ha": 0.0354,
  "smiles": "[H]/N=C/C(N)=C=CC",
  "elements": ["H", "N", "C", "C", "N", "C", "C", "C", "H", "H", "H", "H", "H", "H", "H"],
  "xyz": [[-2.02591, -2.67207, -0.29088], [-1.51056, -1.80746, -0.12389], [-0.28230, -1.97080, -0.40824], [0.70656, -0.87068, -0.28628], [2.06127, -1.28823, -0.29832], [0.28999, 0.37860, -0.26848], [-0.21310, 1.58019, -0.36066], [-0.84540, 2.34912, 0.76972], [0.14928, -2.92262, -0.75040], [2.26832, -1.97300, 0.42096], [2.70155, -0.50872, -0.21303], [-0.23033, 2.05857, -1.34233], [-0.85312, 1.76339, 1.69206], [-0.33251, 3.30018, 0.95320], [-1.88376, 2.58353, 0.50656]]
}


Record 8
{
  "formula": "C5H8N2",
  "method": "the ωB97M-V functional and the def2-TZVPD basis",
  "charge": 0,
  "homo_lumo_gap_ev": 7.77,
  "multiplicity": 1,
  "de_lowest_ev": 5.272,
  "e_homo_ev": -7.049,
  "lumo_energy_ha": 0.0266,
  "elements": ["C", "C", "C", "C", "N", "C", "N", "H", "H", "H", "H", "H", "H", "H", "H"],
  "xyz": [[2.04311, -0.24584, -0.47608], [0.61903, 0.05582, -0.11866], [-0.44822, -0.80375, 0.54525], [-1.85908, -0.92184, 0.00259], [-2.03170, -0.15676, -1.05333], [-0.61788, 0.40643, 1.49502], [0.29898, 1.06125, 0.74045], [2.64632, -0.53976, 0.40026], [2.10924, -1.05446, -1.20951], [2.52184, 0.63925, -0.91564], [-0.08409, -1.76018, 0.93277], [-1.28230, 0.40903, -1.46350], [-2.96587, -0.02158, -1.41300], [-1.55026, 0.90321, 1.77511], [0.60089, 2.02922, 0.75827]]
}